(1)
ORCA calculation (wB97M-V/def2-TZVPD) on one molecule with the formula C17H23N5O7S at a distorted geometry.

Properties
E_LUMO (eV): 0.385
Kohn-Sham gap (eV): 8.75
Structure (SMILES): CCN(C(=O)COC(=O)Cn1cnc2c1c(=O)n(C)c(=O)n2C)[C@H]1CCS(=O)(=O)C1
Multiplicity: 1
Total energy (eV): -50622.3928
HOMO (Eh): -0.308

The geometry in XYZ format:
```
53
Properties=species:S:1:pos:R:3:forces:R:3:nbo_charge:R:1
C 4.813423 1.609228 -1.425895 -0.284 -0.093 -0.001 -0.625
C 3.391330 1.092583 -1.202669 0.364 0.286 -0.298 -0.228
N 3.137793 0.798029 0.201814 -0.058 -0.482 -0.053 -0.474
C 2.584163 1.733477 1.017836 -0.258 0.290 -0.076 0.681
O 2.817572 1.815430 2.205673 0.051 0.246 0.097 -0.606
C 1.565161 2.697611 0.390383 -0.036 0.075 0.482 -0.180
O 0.773996 2.114491 -0.642297 -0.018 0.259 -0.322 -0.501
C 0.032433 1.066679 -0.294004 -0.255 -0.356 -0.063 0.822
O -0.059128 0.640217 0.825274 -0.023 0.218 0.055 -0.603
C -0.642959 0.442895 -1.506774 0.380 0.320 -0.018 -0.329
N -1.630144 -0.500036 -1.079770 -0.181 -0.114 -0.047 -0.302
C -1.494996 -1.826655 -0.888774 0.032 0.125 -0.064 0.236
N -2.563075 -2.387402 -0.365842 -0.423 -0.392 0.232 -0.493
C -3.435828 -1.369006 -0.185072 0.949 1.024 -0.547 0.358
C -2.882437 -0.173264 -0.613640 -0.548 -0.606 0.298 -0.092
C -3.575924 1.073458 -0.531151 0.152 -0.402 -0.028 0.657
O -3.173434 2.164768 -0.892105 0.119 0.198 -0.028 -0.627
N -4.841175 0.910656 0.034053 -0.016 0.247 -0.026 -0.451
C -5.622059 2.129025 0.174108 -0.197 0.252 0.027 -0.418
C -5.432127 -0.272724 0.466234 0.022 -0.261 0.034 0.796
O -6.549060 -0.296033 0.936640 -0.274 -0.062 0.097 -0.634
N -4.688517 -1.426195 0.338535 -0.083 0.015 0.106 -0.408
C -5.257653 -2.688102 0.760214 -0.228 -0.186 0.116 -0.409
C 3.910017 -0.282115 0.834498 0.395 0.422 0.619 -0.047
C 3.124763 -0.955725 1.981742 0.168 0.335 0.367 -0.424
C 1.930812 -1.681812 1.395373 0.241 -0.133 -0.558 -0.673
S 2.509108 -2.177908 -0.255273 0.176 -0.398 -0.050 2.155
O 1.755120 -1.506922 -1.290472 -0.123 0.354 0.001 -0.988
O 2.611632 -3.604500 -0.378617 0.178 -0.262 0.264 -0.935
C 4.175561 -1.426382 -0.124188 -0.869 -0.091 0.050 -0.664
H 5.564894 0.864343 -1.177879 0.126 -0.063 0.023 0.201
H 4.992396 2.489572 -0.812004 0.061 0.091 0.045 0.211
H 4.936408 1.885253 -2.469683 0.086 0.026 -0.112 0.222
H 2.695129 1.859509 -1.531321 0.051 -0.172 0.002 0.228
H 3.185079 0.204912 -1.801888 -0.034 0.177 0.013 0.222
H 0.923140 3.031652 1.211847 0.177 -0.072 -0.153 0.238
H 2.058004 3.563928 -0.055560 -0.049 -0.118 0.013 0.220
H 0.133660 -0.077014 -2.076762 -0.163 0.147 0.040 0.270
H -1.105819 1.231531 -2.105446 0.098 -0.152 0.053 0.262
H -0.600143 -2.357244 -1.148482 0.239 -0.014 -0.114 0.224
H -6.585936 1.868826 0.602823 0.123 0.036 -0.053 0.247
H -5.092622 2.827487 0.822008 -0.045 0.007 -0.051 0.212
H -5.750804 2.591837 -0.804198 0.002 0.019 0.072 0.213
H -4.439053 -3.369394 0.976791 -0.057 -0.012 0.003 0.230
H -5.882725 -3.105790 -0.031002 0.006 -0.040 0.057 0.205
H -5.873516 -2.518929 1.642056 0.075 -0.056 -0.072 0.233
H 4.842729 0.133357 1.241634 -0.079 -0.163 -0.089 0.224
H 2.817630 -0.217731 2.720708 0.052 -0.218 -0.062 0.276
H 3.800376 -1.662971 2.466281 0.027 0.012 -0.020 0.216
H 1.067112 -1.034820 1.276206 -0.005 -0.034 -0.105 0.285
H 1.659062 -2.579201 1.939227 -0.004 -0.151 -0.051 0.258
H 4.818029 -2.172590 0.333579 0.028 -0.029 0.073 0.258
H 4.552590 -1.170291 -1.104747 -0.068 -0.048 -0.179 0.253
```
Positions in Å, forces in eV/Å.

=====

(2)
ORCA calculation (wB97M-V/def2-TZVPD) on one molecule with the formula C17H23NO5S.

Properties
E_LUMO (eV): 0.584
Kohn-Sham gap (eV): 9.36
Relative energy (zero: lowest compared OMol25 entry of this formula, charge and spin) (kcal/mol): 68.32
Structure (SMILES): COC(=O)COc1ccc(S(=O)(=O)NCCC2=CCCCC2)cc1
Multiplicity: 1
Total energy (eV): -40564.3828
HOMO (Eh): -0.323

The geometry in XYZ format:
```
47
Properties=species:S:1:pos:R:3:forces:R:3:nbo_charge:R:1
C 0.625155 -7.968446 -3.197043 0.068 -0.337 -0.263 -0.262
O 0.728033 -6.584650 -2.882435 -0.149 0.109 0.347 -0.483
C 1.322137 -5.822485 -3.785420 0.032 0.293 -0.015 0.776
O 1.771738 -6.214958 -4.829017 0.043 0.092 -0.017 -0.592
C 1.389121 -4.358585 -3.360480 0.126 -0.043 -0.228 -0.167
O 0.698278 -4.172073 -2.152764 -0.053 0.072 0.128 -0.475
C 0.653172 -2.929813 -1.605883 -0.046 0.234 0.136 0.310
C 1.239106 -1.792198 -2.156804 -0.019 -0.271 -0.107 -0.268
C 1.117809 -0.576001 -1.504192 0.031 0.117 0.108 -0.168
C 0.425034 -0.493489 -0.315359 0.181 0.503 0.262 -0.357
S 0.221946 1.090319 0.483478 -0.232 -0.312 -0.706 2.325
O 0.069512 0.869232 1.892712 -0.233 -0.197 -0.093 -0.948
O 1.250078 1.972020 0.010702 -0.070 -0.064 -0.273 -0.943
N -1.239170 1.553143 -0.190096 0.736 -0.102 0.253 -0.868
C -2.388881 1.735483 0.667338 -0.473 -0.073 0.301 -0.220
C -2.598886 3.198901 1.087329 0.331 -0.141 -0.073 -0.441
C -1.374007 3.725077 1.784456 -0.405 0.075 -0.003 0.012
C -0.418510 4.356177 1.114884 0.035 0.259 0.002 -0.183
C 0.875379 4.808834 1.712392 0.143 -0.124 0.096 -0.439
C 1.107255 4.162759 3.073822 -0.026 0.259 0.012 -0.397
C -0.164596 4.260551 3.907355 0.063 -0.247 0.023 -0.387
C -1.255759 3.420954 3.250908 0.122 0.132 0.125 -0.453
C -0.156939 -1.617619 0.243611 0.002 -0.127 0.034 -0.160
C -0.044224 -2.832496 -0.396908 0.070 -0.043 -0.176 -0.252
H 0.088682 -8.104348 -4.137960 0.035 -0.007 0.091 0.196
H 0.081209 -8.425056 -2.374725 0.032 0.044 -0.036 0.199
H 1.619070 -8.409550 -3.293115 -0.088 0.020 0.014 0.195
H 0.958010 -3.758063 -4.174099 0.079 -0.108 0.115 0.208
H 2.452294 -4.093853 -3.264173 -0.155 -0.037 -0.031 0.208
H 1.788325 -1.838903 -3.083497 0.049 -0.024 -0.081 0.217
H 1.570723 0.317238 -1.903610 0.099 0.061 -0.126 0.239
H -1.093608 2.315951 -0.833008 0.211 0.117 -0.147 0.404
H -2.211368 1.114705 1.546184 -0.248 0.006 0.016 0.222
H -3.275477 1.363288 0.140892 0.092 -0.007 0.141 0.198
H -2.806870 3.790850 0.191854 -0.053 0.023 0.004 0.203
H -3.470257 3.248735 1.743186 -0.062 0.036 -0.052 0.216
H -0.546307 4.577776 0.061760 -0.156 -0.010 -0.140 0.189
H 1.683070 4.538480 1.028558 0.031 0.089 -0.006 0.226
H 0.870047 5.901520 1.804374 0.068 -0.012 -0.038 0.202
H 1.353031 3.109911 2.926039 0.089 -0.046 0.043 0.212
H 1.943014 4.647007 3.583197 0.032 -0.065 -0.014 0.204
H 0.014674 3.905730 4.924152 -0.028 0.060 0.028 0.205
H -0.484606 5.304333 3.963490 -0.013 0.040 0.058 0.192
H -2.217869 3.594274 3.742273 -0.026 -0.040 -0.030 0.203
H -1.008121 2.361632 3.362411 -0.113 -0.012 0.105 0.232
H -0.678302 -1.523139 1.182225 -0.092 -0.102 0.137 0.236
H -0.482146 -3.729153 0.011007 -0.057 -0.093 0.077 0.231
```
Positions in Å, forces in eV/Å.

=====

(3)
ORCA calculation (wB97M-V/def2-TZVPD) on C17H24BF3I2NO8 as an isolated structure at a distorted geometry.

Properties
E_LUMO (eV): 2.185
Kohn-Sham gap (eV): 7.03
Net charge: -1
Multiplicity: 1
Total energy (eV): -60920.8478
HOMO (Eh): -0.178

The geometry in XYZ format:
```
56
Properties=species:S:1:pos:R:3:forces:R:3:nbo_charge:R:1
C -2.301194 -1.781826 1.045217 0.065 -0.445 0.736 -0.677
C -2.620253 -1.728722 -0.397533 -0.027 -1.981 0.203 -0.104
I -3.089729 -3.674723 -1.216067 -0.095 0.030 0.227 -0.020
C -2.646843 -0.649178 -1.097993 -0.058 1.522 -0.805 -0.351
I -3.157997 -0.647098 -3.163902 0.185 0.221 0.503 0.071
B -2.301520 0.791430 -0.377185 0.331 1.088 -2.079 0.612
O -3.168878 1.245187 0.728619 -0.121 0.128 0.252 -0.731
C -2.265983 1.698117 1.693164 0.576 -0.603 0.567 0.114
C -2.810166 2.680609 2.749519 -0.209 -0.152 -0.346 -0.526
C -2.644170 2.117885 4.136453 0.443 1.041 -0.185 0.155
N -3.199059 1.079095 4.549752 -0.732 -1.115 0.251 -0.618
C -0.949745 2.017704 0.956728 0.371 0.739 0.762 0.249
C 0.200312 2.055993 1.982045 -0.026 -0.569 -0.306 -0.631
C -0.917334 3.345907 0.160146 -0.697 -0.261 -0.218 -0.425
C -0.176748 3.233962 -1.168037 -0.118 0.681 0.150 -0.437
C 1.184066 2.625397 -1.064666 -0.203 -0.621 -0.269 0.049
F 1.817506 2.773947 -2.309847 0.507 0.227 -0.075 -0.399
O -0.884218 0.907276 0.102828 -0.176 -0.468 0.162 -0.745
H -1.812627 -2.714182 1.297403 0.111 -0.249 0.049 0.223
H -1.641144 -0.984376 1.369909 0.011 0.211 -0.285 0.248
H -3.217042 -1.723944 1.627293 -0.194 -0.007 0.147 0.217
H -2.365612 1.600924 -1.306905 -0.471 0.060 -0.043 -0.149
H -1.970810 0.815516 2.276369 0.104 -0.062 0.189 0.146
H -3.883679 2.746042 2.594496 -0.195 0.182 -0.206 0.242
H -2.390558 3.679014 2.667397 0.108 0.160 -0.079 0.210
H -2.011679 2.633079 4.854531 0.213 0.258 0.013 0.153
H -3.766216 0.688687 3.786528 0.028 -0.150 0.166 0.326
H 0.930688 2.823792 1.767053 0.248 0.122 -0.136 0.197
H -0.160607 2.254580 2.986050 -0.137 0.003 0.230 0.201
H 0.703340 1.092683 1.986514 0.068 -0.156 0.123 0.225
H -0.470828 4.154348 0.731772 0.086 0.037 0.384 0.187
H -1.943206 3.646105 -0.043031 -0.151 0.100 -0.193 0.222
H -0.043260 4.241879 -1.563298 0.051 0.221 -0.021 0.193
H -0.783523 2.718192 -1.895776 -0.057 -0.452 -0.100 0.241
H 1.124517 1.557083 -0.899614 -0.098 -0.213 0.191 0.186
H 1.790410 3.062911 -0.278006 0.313 0.325 -0.085 0.148
C 1.168373 -4.558854 -3.812439 -0.070 0.269 -0.279 -0.128
C 0.654879 -5.893780 -3.329955 0.271 -0.116 0.185 0.443
O 0.715264 -5.760788 -1.925842 -0.294 0.248 -0.303 -0.497
C 0.562046 -4.424826 -1.649492 -0.039 0.276 0.291 0.970
O 0.305216 -3.985398 -0.585383 0.281 -0.055 0.080 -0.537
O 0.740333 -3.681425 -2.773451 0.045 -0.319 0.036 -0.477
F 1.467131 -6.915198 -3.715485 -0.026 -0.053 0.012 -0.336
H 2.257989 -4.544081 -3.879078 0.008 -0.184 0.049 0.195
H 0.747521 -4.261285 -4.769955 -0.119 0.143 0.117 0.208
H -0.369951 -6.118331 -3.629087 0.037 -0.120 -0.064 0.157
C 4.733402 0.448283 -0.702467 -0.081 0.314 -0.364 -0.131
C 4.141629 -0.876233 -0.287957 0.200 -0.154 0.090 0.438
O 4.204413 -0.810349 1.124543 -0.263 0.307 -0.156 -0.492
C 4.121675 0.511284 1.464667 -0.001 0.150 0.188 0.968
O 3.881639 0.914456 2.551378 0.132 -0.047 -0.063 -0.553
O 4.349057 1.299261 0.379200 -0.018 -0.315 0.113 -0.483
F 4.899250 -1.919341 -0.718141 -0.007 -0.045 0.041 -0.333
H 5.822376 0.407552 -0.765139 -0.002 -0.190 0.065 0.193
H 4.334557 0.815942 -1.645199 -0.138 0.157 0.136 0.220
H 3.106985 -1.030183 -0.598644 0.026 -0.118 -0.048 0.173
```
Positions in Å, forces in eV/Å.

=====

(4)
ORCA calculation (wB97M-V/def2-TZVPD) on C17H24BrCoF6GeNO6S2 as an isolated structure at a distorted geometry.

Properties
E_LUMO (alpha / beta) (eV): -1.006 / -2.238
Kohn-Sham gap (alpha / beta) (eV): 8.11 / 7.05
Multiplicity: 4
Total energy (eV): -233947.2963
HOMO (alpha / beta) (Eh): -0.335 / -0.341

The geometry in XYZ format:
```
59
Properties=species:S:1:pos:R:3:forces:R:3:lowdin_charge:R:1
Co 0.000000 0.000000 0.000000 -2.195 0.871 -1.103 0.610
F 5.214500 -1.002300 -1.379300 -1.640 0.709 0.667 0.134
C 4.035000 -0.312100 -1.381200 2.098 0.301 -2.851 -0.581
F 4.357300 0.995800 -1.590900 -0.303 -1.185 0.722 0.110
F 3.365600 -0.728700 -2.492300 0.336 0.601 1.432 0.115
S 3.081100 -0.583600 0.153100 4.247 -0.057 2.774 0.697
O 1.857100 0.200300 0.000000 1.815 -0.313 -0.382 -0.512
O 3.957900 -0.104300 1.229600 -1.910 -1.056 -2.251 -0.233
N 2.977800 -2.164000 0.085100 -1.158 1.543 0.527 -0.245
S 1.518300 -2.734400 -0.163200 -0.592 -4.631 1.279 0.719
O 0.383400 -1.828300 0.000000 3.865 -3.184 -0.320 -0.356
O 1.314700 -4.048100 0.460900 0.880 2.873 -1.291 -0.227
C 1.616300 -3.074200 -1.956900 0.010 -1.402 -3.371 -0.579
F 1.270200 -2.005500 -2.725200 -0.061 -0.603 1.111 0.107
F 0.804000 -4.101300 -2.345300 0.744 1.269 1.017 0.128
F 2.879600 -3.430900 -2.341600 -1.263 0.408 0.924 0.112
C 2.343200 6.425500 -1.987500 -0.008 0.392 -0.045 -0.121
C 1.550100 5.128700 -1.855200 0.178 0.074 -0.086 -0.298
C 2.485700 3.918400 -1.759800 -0.110 0.058 -0.046 -0.282
C 1.738800 2.581600 -1.679300 0.250 -0.745 -0.568 -0.325
Ge 0.753200 2.318200 0.000000 -1.060 2.093 0.146 0.969
C -0.829300 3.384400 0.471300 -0.444 0.330 0.256 -0.371
C -2.033300 3.176200 -0.455200 0.079 0.879 0.245 -0.316
C -1.820300 3.744900 -1.862300 -0.225 -0.068 0.030 -0.291
C -3.069200 3.566600 -2.720700 -0.183 0.053 -0.355 -0.118
H 1.642900 7.284600 -2.056000 0.552 -0.379 0.026 0.077
H 2.969700 6.403800 -2.904700 -0.296 0.104 0.571 0.080
H 2.997600 6.569400 -1.101400 -0.308 0.005 -0.569 0.081
H 0.890800 5.020800 -2.743500 0.207 -0.051 0.595 0.116
H 0.923900 5.199000 -0.947500 0.064 -0.125 -0.433 0.087
H 3.156400 4.018900 -0.878600 -0.249 0.032 -0.515 0.118
H 3.116000 3.896400 -2.676100 -0.177 0.013 0.581 0.125
H 2.497600 1.771500 -1.713800 -0.877 0.689 -0.077 0.032
H 1.079000 2.446700 -2.558700 0.267 0.088 0.445 0.078
H 1.783500 2.482900 1.145700 -0.211 -0.254 0.005 0.014
H -0.576200 4.460500 0.549500 -0.101 -0.471 -0.053 0.068
H -1.126600 3.043300 1.485500 0.349 0.202 -0.375 0.061
H -2.899800 3.704900 -0.000300 0.294 -0.504 -0.245 0.125
H -2.275900 2.092400 -0.508100 -0.160 0.546 -0.038 0.071
H -0.983700 3.225500 -2.360800 -0.133 0.313 0.220 0.085
H -1.585300 4.829200 -1.794300 0.092 -0.625 -0.004 0.116
H -3.316300 2.488300 -2.822600 0.025 0.650 0.021 0.083
H -2.888500 3.987500 -3.732200 -0.279 -0.290 0.525 0.076
H -3.931500 4.097500 -2.263800 0.425 -0.372 -0.331 0.081
Br -4.615700 -2.112200 3.310200 0.373 0.218 -0.143 0.808
C -3.075400 -0.992400 3.330600 0.103 0.264 0.464 -0.571
C -2.837700 -0.358400 4.566900 0.213 0.043 -0.313 -0.123
C -1.750600 0.494800 4.745100 -0.343 -0.312 -0.251 -0.072
C -0.886500 0.724600 3.686300 0.270 -0.057 -0.750 -0.064
C -1.117200 0.098700 2.459200 -1.009 -0.569 1.156 -0.045
C -2.212300 -0.775000 2.242900 0.684 0.427 0.066 -0.114
C -2.350100 -1.393700 0.857700 -3.929 -2.334 0.283 -0.519
O -3.309800 -2.187800 0.620600 2.867 2.280 0.550 -0.010
O -1.465200 -1.065000 0.000000 -3.594 0.323 -0.315 -0.169
H -3.508900 -0.530900 5.404400 0.046 -0.072 -0.276 0.096
H -1.583300 0.974300 5.704000 -0.041 -0.078 -0.108 0.111
H -0.032800 1.385300 3.800500 -0.062 -0.071 0.001 0.111
H -0.427300 0.290200 1.635900 -0.154 0.309 1.375 0.010
H -1.289700 0.937400 0.000000 1.745 0.851 -0.550 0.131
```
Positions in Å, forces in eV/Å.

=====

- Among the records above, which one has the highest multiplicity?
  C17H24BrCoF6GeNO6S2